(1)
The following is a DFT calculation (ωB97M-V with the def2-TZVPD basis set) of a single C28H21F3O molecule in a non-equilibrium geometry.

```
53
Properties=species:S:1:pos:R:3:forces:R:3
F -0.26409 -4.86747 -3.12447 -0.56 0.59 -0.38
F -2.31161 -4.04185 -3.18070 1.08 0.06 -0.27
F -0.96730 -3.76184 -4.87794 0.10 0.08 0.86
O 1.82641 -1.36593 1.82921 -2.00 1.07 -1.03
C -0.98336 -0.46074 -1.75084 -0.57 -1.10 0.40
C 0.76133 0.68770 -0.37663 1.54 0.44 0.50
C 0.58503 1.33298 2.19296 0.35 0.11 0.08
C -1.00275 -3.78186 -3.51381 -0.64 -1.24 -0.26
C -0.39039 -4.43488 0.10357 0.25 -0.71 -0.22
C -0.24759 2.32138 2.74011 0.72 0.28 -0.65
C -1.17582 3.86703 -1.26451 0.64 0.67 0.29
C -1.62884 -2.17940 1.16641 0.32 0.02 -0.15
C -0.66595 2.57863 -1.44462 -0.77 -0.17 0.64
C 1.31813 -1.16947 -2.09590 0.14 -0.53 0.63
C -0.50745 -2.54259 -2.86679 0.12 0.58 0.13
C 0.44222 2.14258 -0.69526 0.63 0.83 -0.85
C 1.71288 3.52704 3.55447 -0.29 -0.22 -0.05
C 0.15266 0.36132 1.11075 1.23 -0.90 -0.26
C 0.80099 4.43756 0.04565 -0.20 -0.13 -0.47
C 1.93173 1.32189 2.57336 0.70 1.08 -0.25
C -0.47560 4.76722 -0.44178 0.37 0.21 -0.25
C 2.51627 2.45135 3.15338 -0.39 0.15 0.56
C -2.39867 -3.22116 0.66711 -0.07 -0.71 -0.30
C -0.22257 -2.23346 1.09594 -0.66 0.05 -0.29
C 0.37007 -3.39039 0.58516 0.46 0.67 0.21
C 0.32758 3.43457 3.37345 -0.22 -0.15 0.27
C 1.29956 3.15834 -0.19792 -0.82 -0.65 0.83
C -1.77781 -4.35390 0.11648 -0.18 -0.23 0.09
C 0.69261 -1.07556 1.41789 0.45 -1.27 0.63
C 0.38050 -0.33199 -1.45064 -0.30 0.49 0.05
C 0.88007 -2.32626 -2.76132 -0.53 0.75 -0.05
C -1.44943 -1.61801 -2.39297 0.90 0.39 -0.19
H 1.58753 -3.05070 -3.18880 -0.37 0.44 0.25
H -0.84129 5.78388 -0.27486 -0.10 -0.42 0.00
H -3.49393 -3.18836 0.66066 0.46 0.16 0.20
H -2.36076 -5.20300 -0.28370 0.24 0.71 0.25
H 2.57034 0.48313 2.33534 -0.12 0.18 -0.26
H -2.10704 4.19736 -1.74762 0.54 -0.31 0.16
H -2.51787 -1.80871 -2.49931 0.39 0.09 -0.04
H -0.90934 0.40375 0.96274 -0.64 -0.39 0.23
H -1.31725 2.27044 2.57277 0.01 0.15 -0.10
H 0.13746 -5.31784 -0.29895 -0.53 0.53 0.20
H -0.32576 4.24992 3.71278 0.32 -0.43 -0.08
H 1.45955 -3.40045 0.55024 -0.27 -0.17 -0.05
H 1.85875 0.60603 -0.15302 -0.72 0.14 -0.56
H 2.14138 4.40204 4.05928 -0.15 -0.36 -0.38
H -1.74170 0.23971 -1.35440 0.70 -0.66 -0.04
H 1.40069 5.14465 0.63999 -0.37 -0.28 -0.54
H -1.23574 1.90842 -2.09334 0.33 0.22 0.39
H 3.59812 2.50713 3.31229 -0.42 -0.21 0.02
H 2.29035 2.87673 0.15458 -0.25 0.05 0.14
H 2.40995 -1.00732 -1.96717 -0.94 -0.06 0.05
H -2.13221 -1.32964 1.61068 0.07 0.10 -0.08
```
Positions in Å, forces in eV/Å.

## Properties
* SMILES string: O=C(c1ccccc1)[C@@H](c1ccccc1)[C@H](c1ccccc1)c1ccc(C(F)(F)F)cc1
* calculated total energy: -39576.635 eV
* LUMO: 0.08 eV
* orbital gap: 8.974 eV
* energy relative to the best compared isomer or geometry (same formula, charge and spin): 0.0 kcal per mole

=====

(2)
The following is a DFT calculation (ωB97M-V with the def2-TZVPD basis set) of a molecular structure, C28H22BrN8O3Zr in a non-equilibrium geometry.

```
63
Properties=species:S:1:pos:R:3:forces:R:3
Zr -0.06088 0.01451 -0.00563 -1.81 -0.45 -1.81
Br -2.34843 4.61819 -4.56123 0.11 -0.15 0.15
O 1.49553 2.50392 4.63976 0.07 0.05 0.03
O -0.89292 1.03939 1.47855 0.15 0.84 1.23
O 1.28095 -0.95984 -1.00595 1.52 -0.18 -0.15
N -1.27184 -2.85665 3.41218 -0.06 -0.16 0.17
N 1.62080 0.65286 1.14418 0.58 0.14 0.76
N -1.56106 -1.26247 -1.21009 -0.07 -0.61 -0.14
N 1.23805 1.45051 2.22715 0.13 0.34 0.30
N -0.64156 -1.83175 1.36226 -0.45 -0.19 0.02
N 0.40140 -1.33321 3.38094 -0.03 -0.12 -0.01
N -2.33278 -3.48828 1.38695 -0.16 -0.14 -0.23
N -2.96643 -4.38659 3.39734 -0.03 -0.09 0.03
C -1.98153 -2.18656 -3.37276 0.00 -0.09 0.11
C -2.17036 -3.56020 2.73007 0.20 0.19 -0.01
C -1.72941 -2.48624 -0.68395 -0.22 -0.23 -0.23
C 3.41014 -0.51059 0.02234 -0.18 -0.15 -0.18
C 5.38606 -1.51341 -0.95752 0.13 -0.09 -0.09
C 0.28127 2.19025 -2.45907 0.06 -0.08 0.08
C 4.79668 -0.74896 0.01789 -0.10 0.10 0.09
C 3.22862 -1.85998 -1.97802 -0.29 0.06 0.02
C -2.02050 -3.60099 -1.44882 -0.09 0.09 0.10
C -2.50127 3.54985 4.37369 -0.10 -0.03 -0.10
C -0.52042 -2.02443 2.71167 -0.04 0.16 -0.08
C -1.69476 -1.12325 -2.53583 -0.12 0.07 -0.14
C -0.48514 1.62721 -1.43076 -0.50 0.29 -0.44
C -1.57263 -2.61651 0.78659 0.13 -0.17 0.27
C -1.72327 3.90284 5.47559 0.02 0.00 -0.02
C -2.39792 2.88934 -2.29898 -0.14 0.01 0.01
C -0.25483 3.07718 -3.38300 0.07 0.05 -0.07
C 2.87068 0.31702 1.06319 -0.14 0.06 -0.08
C -1.93707 2.80936 3.36152 0.03 -0.05 0.04
C -1.84079 2.00468 -1.38876 0.20 0.13 0.00
C -0.39759 3.53228 5.55123 0.04 -0.02 0.06
C 2.60390 -1.09662 -0.98869 0.78 -0.31 -0.10
C -0.59052 2.42235 3.41282 -0.13 -0.04 -0.10
C -1.59450 3.41770 -3.29752 -0.09 0.08 -0.07
C -2.13557 -3.44865 -2.82085 -0.02 0.03 -0.04
C 0.19436 2.80674 4.51824 -0.12 0.06 -0.12
C -0.06567 1.61516 2.31474 0.64 0.21 0.58
C 4.59268 -2.06397 -1.96481 0.00 0.08 0.07
H 0.35985 3.49793 -4.16768 0.00 0.00 0.01
H 6.45272 -1.68890 -0.95080 -0.01 0.03 0.02
H -2.16533 4.48572 6.27305 0.04 -0.02 0.04
H -3.53793 3.85047 4.31196 0.01 0.02 0.02
H 2.60490 -2.29099 -2.75056 0.02 -0.01 0.00
H -2.15367 -4.55349 -0.95754 0.00 0.00 -0.03
H -2.34996 -4.30487 -3.44653 0.01 0.02 -0.01
H 0.22290 3.79953 6.39604 -0.03 0.04 0.00
H 0.45594 -1.45538 4.37761 -0.01 -0.01 0.00
H -2.86036 -4.47830 4.39226 -0.01 0.00 0.01
H 5.39705 -0.30940 0.80553 0.01 0.01 -0.02
H 1.33258 1.93668 -2.55236 0.00 -0.02 -0.03
H 3.55125 0.68652 1.82848 -0.03 0.08 0.00
H -3.44132 3.16863 -2.23286 0.01 0.00 -0.03
H 1.03683 -0.70717 2.92628 0.04 0.14 0.00
H -2.07174 -2.02335 -4.43662 -0.01 0.03 0.00
H -1.56920 -0.12368 -2.92769 0.04 0.02 0.03
H -2.51708 2.51440 2.49720 -0.03 0.01 0.04
H 5.04576 -2.66060 -2.74555 0.01 0.00 0.02
H 1.80320 2.15453 3.77999 0.01 -0.09 0.00
H -3.64624 -4.93651 2.90300 0.00 0.01 -0.01
H -2.49592 1.59858 -0.62034 -0.04 0.05 0.02
```
Positions in Å, forces in eV/Å.

## Properties
* calculated total energy: -118779.383 eV
* LUMO: -3.83 eV
* net charge: +1
* orbital gap: 6.912 eV
* energy relative to the best compared isomer or geometry (same formula, charge and spin): 13.5 kcal per mole

=====

(3)
The following is a DFT calculation (ωB97M-V with the def2-TZVPD basis set) of a molecular structure, C28H22ClNOPRuS in a non-equilibrium geometry.

```
56
Properties=species:S:1:pos:R:3:forces:R:3
Ru -0.25611 -0.58810 0.36326 -0.77 0.53 -0.68
Cl 0.23988 -0.82911 3.06459 0.20 -0.33 0.80
S -2.68798 -0.12014 0.03160 -0.11 -0.78 -0.05
P 0.44439 -2.27670 -1.27229 -0.22 1.90 -0.72
O -0.55039 1.36567 1.19850 0.22 -0.20 -0.31
N -1.75081 1.82902 1.51408 0.03 0.08 0.26
C 3.10243 -2.71295 -2.10044 0.10 0.00 -0.13
C -1.78464 -1.38734 -2.63501 0.01 0.06 -0.12
C 2.64210 -0.79414 -0.68863 -0.03 0.19 -0.06
C 0.09138 -4.53459 -4.67170 0.03 0.00 0.02
C -0.19656 -4.91801 -1.94380 0.07 0.01 -0.04
C -2.98444 3.46433 2.70006 0.00 0.02 -0.02
C -4.10101 1.81407 1.38341 -0.03 0.04 0.01
C -2.52046 -0.61366 -3.50928 0.01 0.01 0.01
C -1.93477 0.48916 -4.12532 -0.02 -0.01 0.00
C -0.45060 -1.07405 -2.35610 0.20 -0.11 -0.51
C 4.46890 0.62888 0.06971 0.07 -0.02 -0.04
C 0.18324 -3.67072 -2.42881 -0.27 -0.65 0.74
C 1.69463 0.00411 0.02620 0.24 -0.68 0.69
C -0.31024 -1.97712 1.80077 0.15 0.58 0.25
C 3.56768 1.39766 0.74142 -0.15 0.05 -0.02
C 2.18600 1.08638 0.71723 0.21 0.11 -0.17
C -4.16926 2.91124 2.20091 0.03 -0.02 -0.03
C 2.20826 -1.91706 -1.43434 0.05 -0.36 0.03
C 0.13024 0.02350 -2.97879 0.05 0.06 0.12
C 0.31996 -3.48069 -3.80423 0.10 -0.09 0.02
C 4.02338 -0.48855 -0.67470 0.07 0.03 -0.09
C 4.48005 -2.40262 -2.08538 -0.09 -0.03 -0.02
C -2.86388 1.24288 1.03632 -0.03 -0.13 -0.01
C -0.43654 -5.97221 -2.81864 0.00 0.01 0.04
C -0.29047 -5.77960 -4.18125 0.01 0.01 -0.02
C 4.92557 -1.31790 -1.38766 -0.04 0.04 0.04
C -1.79500 2.89906 2.34016 0.08 0.08 -0.02
C -0.61486 0.80606 -3.85668 0.01 0.02 0.05
H -2.24783 -2.24225 -2.15374 -0.01 -0.01 -0.03
H -4.98888 1.35004 0.97920 0.01 -0.02 0.02
H -0.15403 1.66189 -4.33352 0.01 0.00 0.01
H -5.12755 3.34039 2.46047 0.01 -0.01 0.00
H 1.50618 1.72576 1.26005 0.04 -0.04 0.11
H 5.52869 0.85464 0.09808 -0.01 0.00 -0.01
H -0.30508 -5.06629 -0.87599 -0.03 -0.01 0.00
H 5.98241 -1.07779 -1.36228 0.00 0.00 0.00
H -0.47239 -6.59734 -4.86673 -0.01 0.01 0.00
H -0.74036 -6.93665 -2.43292 0.01 0.00 0.00
H 5.17479 -3.03215 -2.62604 0.00 -0.01 0.01
H -2.98405 4.32106 3.35705 -0.01 -0.01 0.00
H 3.90854 2.24828 1.31968 -0.02 0.02 -0.02
H -2.50978 1.09473 -4.81404 0.00 0.00 0.01
H -0.82693 3.24753 2.66475 0.01 -0.02 -0.01
H 1.16438 0.27437 -2.77592 0.01 -0.01 -0.02
H 0.20404 -4.38324 -5.73751 0.00 0.00 0.00
H -3.55497 -0.86324 -3.70692 0.00 0.00 0.00
H 0.60773 -2.51183 -4.19110 -0.03 0.00 -0.02
H -1.29780 -2.32917 2.07995 -0.02 -0.11 -0.08
H 2.76331 -3.58328 -2.64779 0.00 0.00 0.02
H 0.44555 -2.75129 1.73899 -0.14 -0.18 0.00
```
Positions in Å, forces in eV/Å.

## Properties
* calculated total energy: -68157.081 eV
* LUMO (spin up / spin down): 0.06 / -0.03 eV
* orbital gap (spin up / spin down): 7.248 / 7.072 eV
* energy relative to the best compared isomer or geometry (same formula, charge and spin): 32.5 kcal per mole
* spin multiplicity: 2
* <S²>: 0.757

=====

(4)
The following is a DFT calculation (ωB97M-V with the def2-TZVPD basis set) of a molecular structure, C28H22GeMnN3Se4 in a non-equilibrium geometry.

```
59
Properties=species:S:1:pos:R:3:forces:R:3
Se 0.37139 2.58067 0.40282 0.46 0.89 -0.06
Se -0.41966 3.64472 2.29756 0.00 -0.30 0.02
Se -0.70864 1.93463 3.84399 0.07 0.04 -0.29
Se -0.05496 0.03688 2.75393 0.19 -0.28 1.05
Ge 2.93181 0.16419 0.16798 0.96 0.44 0.09
Mn -0.10303 0.38594 0.52764 -1.02 -0.46 -0.66
N -9.54014 3.89903 -2.79191 0.12 -0.08 0.06
N -4.05158 0.60336 -0.47666 -0.30 0.06 -0.03
N -1.96971 0.15616 0.03928 0.06 -0.35 0.04
C -4.04406 -0.63718 0.14083 -0.12 0.09 -0.09
C -7.45692 2.64273 -1.89682 -0.13 0.12 -0.08
C 4.27071 -0.72150 2.49597 -0.01 0.06 0.13
C -6.19780 3.22064 -2.02235 0.02 0.04 -0.02
C 3.56371 0.34971 1.94216 -0.18 -0.07 0.08
C -6.46686 0.72979 -0.83223 -0.08 -0.12 0.05
C 3.49353 -1.75702 -1.79815 -0.12 -0.23 0.02
C 3.40637 1.54111 2.65606 0.13 -0.01 0.10
C -5.07928 2.55550 -1.55649 0.12 0.10 -0.04
C 2.85778 -1.57434 -0.56136 -0.46 -0.04 -0.01
C 3.28204 1.57866 -1.03714 -0.11 0.06 -0.05
C -2.76250 -0.90591 0.45862 0.20 0.12 -0.10
C 2.72275 1.59829 -2.31999 0.08 0.13 -0.04
C -8.62000 3.33933 -2.39204 0.04 -0.03 0.02
C 4.53731 3.56818 -1.54210 -0.02 0.00 0.04
C -2.78946 1.04217 -0.51391 0.03 -0.09 -0.04
C 4.17770 2.57802 -0.63973 -0.03 0.06 -0.20
C 4.66818 0.59202 4.46946 -0.04 0.03 -0.03
C 3.98976 3.57737 -2.82039 0.00 -0.01 0.03
C 2.40708 -2.67508 0.18105 0.05 -0.06 -0.11
C 4.83250 -0.58813 3.75924 -0.01 -0.03 -0.03
C 3.07894 2.60019 -3.20848 -0.06 0.00 0.00
C 3.28199 -4.13602 -1.51240 0.00 0.04 0.01
C -5.21805 1.30968 -0.96540 0.18 -0.12 0.07
C 3.71936 -3.04619 -2.25662 -0.01 0.03 0.00
C 2.61874 -3.95364 -0.30101 -0.03 -0.04 -0.01
C -7.58655 1.39678 -1.29751 -0.07 -0.05 0.01
C 3.95919 1.65914 3.91789 0.00 -0.02 0.02
H 2.02165 0.83141 -2.63207 0.02 -0.03 -0.01
H -2.47729 1.97571 -0.94454 -0.02 0.02 0.04
H 2.27906 -4.80984 0.26695 0.02 0.00 -0.02
H -2.36167 -1.77543 0.94908 0.03 0.01 0.02
H -6.09658 4.19165 -2.48629 0.00 0.00 0.00
H 4.27726 4.35052 -3.52150 -0.01 -0.01 0.02
H -8.56496 0.94819 -1.19528 0.02 -0.01 0.00
H 2.65318 2.61869 -4.20336 0.02 0.00 0.02
H 2.85918 2.37255 2.22624 -0.03 0.00 0.00
H 5.09400 0.68548 5.46038 0.00 0.01 -0.03
H 3.84286 2.57906 4.47632 0.02 -0.02 0.00
H 4.23854 -3.19860 -3.19361 -0.02 -0.02 0.01
H 5.24554 4.33223 -1.24822 -0.02 -0.02 -0.03
H 3.82997 -0.91012 -2.38108 0.04 0.01 0.01
H 4.60660 2.57234 0.35422 0.03 -0.01 -0.01
H 5.39633 -1.40676 4.18584 -0.01 0.01 0.01
H -4.11407 3.03030 -1.66878 -0.04 -0.02 0.00
H 4.39961 -1.64645 1.94616 0.00 0.02 0.01
H -6.59560 -0.23831 -0.37043 -0.01 0.03 -0.02
H 3.46025 -5.13914 -1.87811 -0.01 0.02 0.01
H 1.90964 -2.53635 1.13455 0.06 0.02 0.05
H -4.92794 -1.22595 0.30488 0.02 0.08 -0.03
```
Positions in Å, forces in eV/Å.

## Properties
* calculated total energy: -383067.975 eV
* LUMO (spin up / spin down): -7.87 / -8.21 eV
* net charge: +2
* orbital gap (spin up / spin down): 5.852 / 5.790 eV
* spin multiplicity: 3
* <S²>: 2.339